Entry 1:
Below is a molecular structure, C35H43ClP2RuSi2 in a non-equilibrium geometry, with properties calculated with ωB97M-V/def2-TZVPD.

Properties
DFT total energy (eV): -86418.75483
ΔE to the lowest compared entry with this formula, charge and spin (eV): 1.712
E_LUMO (spin up / spin down) (eV): -2.026 / -4.344
Maximum force (eV/Å): 6.3
Molar mass (g mol⁻¹): 718.372
Gap between HOMO and LUMO (spin up / spin down) (Eh): 0.2403 / 0.2450

```
! wB97M-V def2-TZVPD RIJCOSX def2/J DEFGRID3
* xyz 1 6
Ru -0.66 -0.53 2.08
Cl 3.76 1.91 0.76
P -0.49 1.45 3.37
P 1.20 -1.00 3.40
Si -0.26 -1.32 -1.79
Si 2.87 1.52 -1.08
C -1.65 -2.44 2.74
C 2.28 -1.30 -0.73
C 0.38 0.15 -0.73
C 1.31 -4.29 -4.46
C -0.56 1.55 -4.84
C -0.32 4.78 -2.11
C 0.02 -2.64 -3.21
C -0.88 -3.63 -5.25
C -1.04 0.02 -3.03
C -3.05 -0.56 2.81
C 1.69 2.94 -1.42
C 1.79 0.00 -0.86
C 1.70 3.56 -2.68
C 1.19 -3.40 -3.39
C -1.10 1.42 5.10
C -2.32 0.56 -2.89
C -1.83 2.11 -4.70
C -0.17 0.51 -4.00
C 2.15 0.54 3.83
C 2.39 -2.19 2.74
C -2.00 -1.25 3.54
C -0.40 -0.84 0.04
C 0.80 -1.71 5.03
C -2.62 -2.53 1.69
C 0.07 -2.23 -0.18
C 1.46 -2.39 -0.48
C -2.71 1.61 -3.73
C 0.70 4.47 -3.02
C 1.32 1.82 3.64
C 0.29 -4.39 -5.41
C -1.32 2.89 2.67
C 0.74 3.35 -0.47
C -1.02 -2.80 -4.14
C -0.30 4.22 -0.83
C -3.45 -1.40 1.73
H -4.32 -1.23 1.10
H 0.08 -1.11 5.59
H 0.88 0.00 1.77
H 1.41 2.48 4.51
H 0.39 -5.07 -6.26
H 2.49 0.43 4.87
H 0.80 2.97 0.55
H -1.64 3.56 3.48
H 2.49 3.31 -3.39
H -2.21 2.55 2.13
H -1.07 4.46 -0.11
H 0.70 4.93 -4.02
H 2.95 -1.76 1.90
H -2.13 2.95 -5.33
H -0.08 1.11 -0.91
H 3.36 -1.46 -0.83
H -1.69 -3.70 -5.98
H -0.56 -3.06 0.13
H -2.72 -3.39 1.03
H -2.07 0.92 5.15
H 2.21 -4.89 -4.56
H 0.40 -2.72 4.88
H -1.94 -2.22 -4.02
H -3.71 2.04 -3.64
H 3.89 1.48 -2.05
H -0.96 -3.22 3.07
H -1.12 5.47 -2.39
H -1.24 2.47 5.42
H 2.03 -3.30 -2.69
H 0.83 0.08 -4.12
H 1.73 -1.78 5.61
H -1.75 -1.11 4.58
H 0.13 1.94 -5.59
H 1.69 2.38 2.76
H 1.84 -3.07 2.38
H 3.05 0.56 3.20
H -1.47 -0.59 0.29
H 3.08 -2.50 3.53
H 1.88 -3.39 -0.47
H -0.40 0.93 5.79
H -0.67 3.44 1.98
H -3.53 0.37 3.11
H -3.00 0.17 -2.14
*
```

Entry 2:
Below is a molecular structure, C38H32AuN5O2P2Se2 in a non-equilibrium geometry, with properties calculated with ωB97M-V/def2-TZVPD.

Properties
DFT total energy (eV): -204431.93956
ΔE to the lowest compared entry with this formula, charge and spin (eV): 0.764
E_LUMO (spin up / spin down) (eV): -1.857 / -1.856
Maximum force (eV/Å): 1.3
Molar mass (g mol⁻¹): 1007.542
Gap between HOMO and LUMO (spin up / spin down) (Eh): 0.1927 / 0.1927

```
! wB97M-V def2-TZVPD RIJCOSX def2/J DEFGRID3
* xyz 0 1
Au 0.46 -0.02 -0.07
Se 0.82 -2.36 0.67
Se 6.65 -1.77 2.42
P 6.50 -0.59 0.70
P 2.88 -2.38 -0.03
O 0.37 2.13 -0.45
O -1.91 -1.60 -0.10
N 4.63 1.23 -0.06
N -1.87 2.29 -0.90
N -2.02 1.16 -0.40
N 2.71 0.25 -0.26
N 3.35 1.41 -0.33
C -3.31 0.99 0.13
C -0.54 2.63 -1.11
C 3.79 -3.65 0.85
C 6.97 -0.71 -2.04
C 1.90 -3.50 -2.38
C 4.15 -2.80 -3.88
C 8.50 1.29 0.10
C 8.16 -3.23 -1.94
C 7.38 0.98 0.87
C 3.58 -0.73 0.08
C 1.38 5.00 -3.28
C 5.37 -5.47 0.88
C -0.97 5.34 -3.68
C 7.42 -1.32 -3.20
C 7.65 3.04 2.09
C 9.18 2.48 0.32
C 7.13 -1.37 -0.81
C 8.76 3.35 1.31
C 2.95 -2.81 -1.78
C 5.15 -5.63 2.23
C 3.57 -3.82 2.21
C -4.26 2.16 0.16
C 8.01 -2.58 -3.15
C 1.09 4.01 -2.35
C 4.07 -2.45 -2.54
C 4.25 -4.81 2.90
C 4.82 -0.09 0.21
C 0.35 5.66 -3.95
C 7.73 -2.62 -0.76
C 1.99 -3.85 -3.72
C 4.69 -4.48 0.18
C -2.87 -1.44 0.63
C -3.30 -2.56 1.55
C -3.66 -0.19 0.65
C 6.97 1.85 1.87
C -0.25 3.70 -2.09
C 3.10 -3.50 -4.47
C -1.27 4.36 -2.76
H 2.41 5.25 -3.49
H -1.77 5.86 -4.20
H 8.63 -4.20 -1.90
H -3.81 3.02 0.65
H -2.45 -2.85 2.17
H 7.83 -3.11 0.20
H -2.30 4.10 -2.54
H 1.03 -3.76 -1.80
H 1.87 3.48 -1.82
H -4.13 -2.29 2.20
H 1.17 -4.38 -4.19
H 6.11 1.60 2.48
H 4.08 -4.94 3.96
H 6.07 -6.11 0.36
H 5.02 -2.52 -4.45
H 8.84 0.62 -0.67
H 10.05 2.72 -0.28
H 5.69 -6.40 2.78
H 0.59 6.44 -4.67
H 8.36 -3.05 -4.07
H 6.49 0.26 -2.07
H 7.31 3.71 2.86
H 4.86 -4.36 -0.88
H 9.29 4.28 1.48
H -4.62 -0.24 1.15
H -5.18 1.89 0.68
H 2.87 -3.18 2.73
H 3.16 -3.77 -5.52
H 7.31 -0.81 -4.15
H -4.50 2.47 -0.86
H 4.87 -1.89 -2.08
H -3.57 -3.43 0.95
*
```

Entry 3:
Below is a single C4H10N4S molecule in a non-equilibrium geometry, with properties calculated with ωB97M-V/def2-TZVPD.

Properties
DFT total energy (eV): -21104.54145
ΔE to the lowest compared entry with this formula, charge and spin (eV): 0.000
E_LUMO (eV): 0.816
Maximum force (eV/Å): 4.7
Molar mass (g mol⁻¹): 146.219
Gap between HOMO and LUMO (Eh): 0.3643

```
! wB97M-V def2-TZVPD RIJCOSX def2/J DEFGRID3
* xyz 0 1
S -1.10 -0.61 -1.07
N 1.78 -1.55 -1.40
N -2.64 -0.56 1.16
N 2.20 -1.52 0.79
N -2.46 1.36 0.18
C 0.91 1.35 -0.44
C 0.37 -0.09 -0.20
C 1.41 -1.09 -0.29
C -2.26 0.00 0.16
H 1.76 1.55 0.19
H 0.08 0.01 0.89
H 1.89 -1.05 1.66
H 3.13 -2.00 0.60
H -3.05 1.59 0.95
H 0.02 2.03 -0.24
H -2.38 -1.45 1.41
H 1.27 1.32 -1.46
H -2.35 1.98 -0.64
H 1.42 -1.26 -2.25
*
```

Entry 4:
Below is a molecular structure, C3H8O in a non-equilibrium geometry, with properties calculated with ωB97M-V/def2-TZVPD.

Properties
DFT total energy (eV): -5282.71077
ΔE to the lowest compared entry with this formula, charge and spin (eV): 5.440
E_LUMO (eV): -0.925
Maximum force (eV/Å): 4.3
Molar mass (g mol⁻¹): 60.096
Gap between HOMO and LUMO (Eh): 0.2445

```
! wB97M-V def2-TZVPD RIJCOSX def2/J DEFGRID3
* xyz 0 1
O 0.80 0.49 -1.67
C -0.12 -1.37 0.12
C -0.11 1.00 1.22
C -0.86 -0.13 0.59
H 0.55 -0.92 -0.64
H -0.81 -2.21 -0.17
H -0.55 1.93 1.63
H -0.23 0.86 -0.04
H -1.90 -0.23 0.65
H 0.86 0.77 1.61
H 0.63 -1.55 0.92
H 1.56 0.47 -2.21
*
```

Entry 5:
Below is a single C5H8IN molecule in a non-equilibrium geometry, with properties calculated with ωB97M-V/def2-TZVPD.

Properties
DFT total energy (eV): -14901.12441
ΔE to the lowest compared entry with this formula, charge and spin (eV): 3.176
E_LUMO (eV): -0.688
Maximum force (eV/Å): 7.0
Molar mass (g mol⁻¹): 209.030
Gap between HOMO and LUMO (Eh): 0.2590

```
! wB97M-V def2-TZVPD RIJCOSX def2/J DEFGRID3
* xyz 0 1
I 3.69 -0.13 -0.21
N 1.58 0.36 -0.08
C 0.67 -0.57 -0.03
C -1.13 -1.67 -0.12
C 0.44 -1.81 0.30
C 1.41 1.75 0.18
C -1.07 -0.16 -0.33
H 0.83 2.07 -0.66
H -1.04 0.11 -1.36
H 1.04 -2.69 0.55
H 1.02 1.89 1.16
H -1.27 -2.17 -1.03
H -1.48 0.43 0.37
H 2.30 2.32 0.23
H -1.85 -2.10 0.70
*
```

Entry 6:
Below is a single C5H10O molecule, with properties calculated with ωB97M-V/def2-TZVPD.

Properties
DFT total energy (eV): -7393.70732
ΔE to the lowest compared entry with this formula, charge and spin (eV): 1.058
E_LUMO (eV): 1.176
Maximum force (eV/Å): 0.4
Molar mass (g mol⁻¹): 86.134
Gap between HOMO and LUMO (Eh): 0.3938

```
! wB97M-V def2-TZVPD RIJCOSX def2/J DEFGRID3
* xyz 0 1
O -0.20 0.22 -1.28
C -1.99 0.20 0.41
C 1.74 1.06 -0.04
C 0.30 -1.04 0.36
C 1.04 -0.14 -0.64
C -0.97 -0.61 -0.39
H -1.66 0.35 1.44
H 2.26 1.66 -0.80
H -2.98 -0.27 0.44
H 1.01 1.70 0.46
H 2.48 0.73 0.70
H -2.09 1.19 -0.05
H 0.35 -0.68 1.39
H -1.47 -1.41 -0.96
H 1.69 -0.68 -1.34
H 0.58 -2.10 0.34
*
```